The following is a DFT calculation (ωB97M-V with the def2-TZVPD basis set) of C9H9NO2S in the gas phase in a non-equilibrium geometry.

```
22
Properties=species:S:1:pos:R:3
C -2.4369 1.0203 1.8222
C -1.2261 0.4941 2.1348
C -2.9797 0.9109 0.5748
C -0.3966 -0.0902 1.1729
C -2.1408 0.5285 -0.4489
C -0.8654 -0.0004 -0.1216
C 2.6108 0.3434 -0.8073
C 2.5366 -1.1323 -0.1387
C -0.0405 -0.5869 -1.1955
N 1.6026 0.6220 -1.7053
O 3.6285 0.9816 -0.6255
O 1.6083 -2.3566 -2.1891
S 1.1925 -2.0625 -0.8529
H -3.0324 1.4884 2.6712
H -0.7294 0.4962 3.1035
H -4.0179 1.1687 0.3420
H 0.5010 -0.7781 1.4085
H -2.4277 0.5263 -1.4249
H 3.3728 -1.6934 -0.4641
H 2.2577 -0.7425 0.8582
H -0.4559 -0.6838 -2.2577
H 1.4386 1.5464 -1.8563
```

Its relative energy (zero: lowest compared OMol25 entry of this formula, charge and spin) is 2.582 eV. Its HOMO-LUMO gap is 8.117 eV.

The following is a DFT calculation (ωB97M-V with the def2-TZVPD basis set) of C9H9NO2S2 in the gas phase in a non-equilibrium geometry.

```
23
Properties=species:S:1:pos:R:3
C 3.1186 -0.2484 -0.2410
C 2.6751 -1.4834 0.1763
C 2.2219 0.6871 -0.6797
C 1.2533 -1.6272 0.2430
C 0.8315 0.5273 -0.7551
C 0.3236 -0.7211 -0.2991
C -2.7886 0.4663 0.5222
C -1.8000 1.4989 1.0657
C 0.0640 1.6617 -1.2107
N -2.3576 -0.1491 -0.6103
O -1.6236 -1.8443 1.1095
O -1.1345 -2.4425 -1.2681
S -1.1852 2.4937 -0.4298
S -1.3453 -1.4096 -0.2525
H 4.1095 0.0093 -0.2472
H 3.3633 -2.2755 0.3871
H 2.5974 1.6526 -1.0816
H 0.8370 -2.5461 0.7088
H -2.7679 -0.2635 1.3354
H -3.7923 0.7992 0.3184
H -2.0918 2.1506 1.8224
H -0.9238 0.9337 1.4592
H 0.4153 2.1303 -2.0730
```

Its relative energy (zero: lowest compared OMol25 entry of this formula, charge and spin) is 3.375 eV. Its HOMO-LUMO gap (alpha / beta) is 5.999 / 5.998 eV.

The following is a DFT calculation (ωB97M-V with the def2-TZVPD basis set) of a molecular structure, C9H9NS in a non-equilibrium geometry.

```
20
Properties=species:S:1:pos:R:3
C -1.6000 2.0154 1.3020
C -0.2783 -2.1992 0.4997
C -1.1663 -2.0021 -0.4737
C 0.5581 2.6142 0.4005
C -0.5577 -0.1598 -2.0799
C 0.2477 0.4313 1.6147
C 0.8524 -1.4473 -0.1700
C -0.2046 1.8331 1.1632
C -0.2591 -1.1052 -1.2046
N -2.7287 1.8714 1.4492
S 1.7840 -0.0990 0.6938
H -0.2308 -2.7200 1.5188
H -2.1256 -2.4029 -0.5551
H 1.6232 2.5276 0.1098
H 0.1230 3.5938 -0.0258
H -1.5783 -0.0755 -2.5943
H 0.2736 0.5442 -2.4417
H 0.3160 0.4761 2.7364
H -0.5293 -0.2809 1.4241
H 1.4725 -2.1125 -0.8138
```

Its relative energy (zero: lowest compared OMol25 entry of this formula, charge and spin) is 4.007 eV. Its HOMO-LUMO gap is 9.465 eV.

The following is a DFT calculation (ωB97M-V with the def2-TZVPD basis set) of C9H9NS2 in the gas phase in a non-equilibrium geometry.

```
21
Properties=species:S:1:pos:R:3
C 0.6077 -2.4507 1.6648
C 1.7859 -1.8432 1.1508
C -0.6195 -1.6955 1.8393
C 1.6994 -0.5148 0.7271
C -0.6211 -0.4192 1.4467
C 0.4588 0.2222 0.8189
C 0.3118 2.6354 -0.2139
C 0.3590 1.4858 0.3001
C -1.5049 1.6233 -2.3625
N -1.1416 0.4476 -1.7613
S -0.4132 3.1788 -1.7600
S 0.0885 -0.3559 -2.4514
H 0.5768 -3.4828 2.0317
H 2.7202 -2.3893 1.1762
H -1.5607 -2.1589 2.0694
H 2.6346 -0.0045 0.5387
H -1.4907 0.1962 1.2188
H 0.4728 3.5448 0.4630
H -1.7148 1.6977 -3.3986
H -2.4573 1.8495 -1.7775
H -0.1918 -1.5664 -1.7205
```

As for the spin multiplicity: 3. Its HOMO-LUMO gap (alpha / beta) is 7.432 / 7.016 eV. Its expectation value of S² is 2.06.

The following is a DFT calculation (ωB97M-V with the def2-TZVPD basis set) of a gas-phase ion, C9H9O3S (charge -1) in a non-equilibrium geometry.

```
22
Properties=species:S:1:pos:R:3
O -1.8745 -1.9654 -1.7918
S -0.5403 -1.3511 -1.7966
O -0.0581 -0.9058 -3.0843
O 0.4679 -2.0387 -1.0536
C -0.9924 0.2841 -0.5593
C 0.0690 0.1905 0.4025
C 1.3888 0.4633 -0.0876
C 2.4685 0.3678 0.7067
C 2.4053 0.0305 2.0212
C 1.1643 -0.2634 2.5005
C 0.0714 -0.2703 1.7070
C -1.6380 1.2725 -1.4053
C -2.4732 0.4141 -0.5307
H 1.5204 0.6756 -1.2271
H 3.4836 0.5387 0.2739
H 3.2796 0.0286 2.6380
H 1.1702 -0.7026 3.4415
H -0.8024 -0.4836 2.3021
H -1.6433 0.8474 -2.4189
H -1.3837 2.4151 -1.4415
H -2.9716 0.8508 0.3506
H -3.1112 -0.3982 -0.9474
```

The SMILES is O=S(=O)([O-])C1(c2ccccc2)CC1. Its relative energy (zero: lowest compared OMol25 entry of this formula, charge and spin) is 1.837 eV. Its HOMO-LUMO gap is 8.137 eV. As for the charge: -1.

The following is a DFT calculation (ωB97M-V with the def2-TZVPD basis set) of a molecular structure, CBeO3 in a non-equilibrium geometry.

```
5
Properties=species:S:1:pos:R:3
O -0.2119 -0.2183 -0.8952
Be 0.3096 0.3448 -2.1542
C 0.0958 -0.1656 0.4393
O 0.8412 -0.5081 1.2567
O -0.8017 0.7416 0.1526
```

Its HOMO-LUMO gap is 8.512 eV. As for the charge: +2.

The following is a DFT calculation (ωB97M-V with the def2-TZVPD basis set) of a molecular structure, CBr2Cl2S in a non-equilibrium geometry.

```
6
Properties=species:S:1:pos:R:3
C 0.2998 -0.1579 0.2500
S 0.0983 1.5340 0.5299
Cl 1.0968 -0.7256 -0.9548
Cl 0.2379 -0.8390 -3.2448
Br -0.6647 1.4404 2.4674
Br -1.0682 -1.2519 0.9523
```

Its relative energy (zero: lowest compared OMol25 entry of this formula, charge and spin) is 2.557 eV. Its HOMO-LUMO gap (alpha / beta) is 6.369 / 7.354 eV.

The following is a DFT calculation (ωB97M-V with the def2-TZVPD basis set) of 2 unconnected molecules or ions with the total composition CBr2ClNO2 in a non-equilibrium geometry.

```
7
Properties=species:S:1:pos:R:3
C 0.1402 -0.4772 0.4196
N -0.7402 0.3668 -0.4786
O -0.7485 0.0733 -1.6292
O -1.3529 1.2234 0.0902
Cl -0.0698 -0.2808 2.0858
Br 2.1261 1.2112 -0.1205
Br 0.6451 -2.1166 -0.3673
```

Its relative energy (zero: lowest compared OMol25 entry of this formula, charge and spin) is 1.278 eV. Its HOMO-LUMO gap (alpha / beta) is 7.579 / 7.181 eV.